Record 1
Entry from OMol25: a structure of composition C31H20Cl5LuN12S3 (wB97M-V/def2-TZVPD).

The total energy comes out at -6581.62665 Eh. The value obtained for the HOMO energy (alpha / beta) is -1.135 / -0.854 eV.

Structure (ORCA input):
```
! RIJCOSX wB97M-V def2-TZVPD def2/J DEFGRID3
* xyz -2 1
Lu 0.940 -0.043 0.131
Cl 2.356 -0.504 2.862
C 3.720 -0.332 1.775
C 3.415 -0.215 0.425
C 4.541 -0.144 -0.397
Cl 4.335 -0.085 -2.121
C 5.850 -0.138 0.086
Cl 7.202 -0.032 -0.992
C 6.081 -0.239 1.457
Cl 7.694 -0.217 2.083
C 5.000 -0.364 2.318
Cl 5.254 -0.578 4.018
N -8.050 3.995 4.086
C -7.074 3.568 3.649
C -5.860 3.042 3.102
C -5.649 1.663 3.005
C -4.483 1.169 2.460
C -3.455 2.020 2.013
C -3.682 3.405 2.129
C -4.855 3.906 2.648
C -2.218 1.489 1.442
C -0.977 2.007 1.944
C -0.810 2.931 2.993
C 0.569 3.161 3.134
C 1.187 2.358 2.198
N 0.276 1.643 1.476
C -2.344 0.536 0.379
C -3.540 0.143 -0.259
C -3.187 -0.683 -1.332
C -1.804 -0.758 -1.319
N -1.275 -0.036 -0.292
H -6.413 0.988 3.370
H -4.328 0.100 2.404
H -2.923 4.084 1.765
H -5.022 4.975 2.699
H -1.595 3.359 3.595
H 1.058 3.822 3.836
H 2.245 2.270 1.994
H -4.538 0.455 0.006
H -3.846 -1.165 -2.040
H -1.176 -1.279 -2.022
C 4.033 -6.157 -0.676
C 3.174 -5.277 -1.504
N 2.700 -5.567 -2.672
N 2.018 -4.441 -3.024
C 2.069 -3.444 -2.116
S 1.338 -1.953 -2.273
N 2.824 -4.003 -1.135
N 3.224 -3.337 0.026
H 4.097 -7.132 -1.152
H 3.618 -6.280 0.327
H 5.037 -5.737 -0.587
H 1.527 -4.383 -3.897
H 2.398 -2.903 0.440
H 3.601 -4.020 0.670
S 1.457 1.996 -1.649
N -1.488 -6.218 1.688
C -1.024 -5.165 1.858
N -0.489 -4.012 2.162
C 0.061 -3.086 1.500
N 0.633 -2.205 0.976
S 1.247 1.305 -3.577
C -0.115 2.217 -4.223
N -0.899 2.904 -3.344
C -1.956 3.690 -3.813
C -2.212 3.670 -5.157
C -1.413 2.893 -5.991
N -0.327 2.175 -5.498
H -0.642 2.860 -2.365
H -2.499 4.256 -3.074
H -3.027 4.251 -5.568
H -1.585 2.826 -7.057
*
```

Formally, the Löwdin partial charges of the atoms, in units of the elementary charge, are as follows: number 1, Lu, carries 1.274; number 2, Cl, carries 0.681; number 3, C, carries -0.715; number 4, C, carries -0.307; number 5, C, carries -0.714; number 6, Cl, carries 0.617; number 7, C, carries -0.710; number 8, Cl, carries 0.628; number 9, C, carries -0.717; number 10, Cl, carries 0.630; number 11, C, carries -0.717; number 12, Cl, carries 0.635; number 13, N, carries 0.111; number 14, C, carries -0.217; number 15, C, carries -0.261; number 16, C, carries -0.041; number 17, C, carries -0.033; number 18, C, carries -0.173; number 19, C, carries -0.033; number 20, C, carries -0.042; number 21, C, carries -0.077; number 22, C, carries -0.273; number 23, C, carries -0.077; number 24, C, carries -0.124; number 25, C, carries -0.265; number 26, N, carries -0.143; number 27, C, carries -0.276; number 28, C, carries -0.074; number 29, C, carries -0.118; number 30, C, carries -0.228; number 31, N, carries -0.125; number 32, H, carries 0.110; number 33, H, carries 0.120; number 34, H, carries 0.117; number 35, H, carries 0.109; number 36, H, carries 0.085; number 37, H, carries 0.075; number 38, H, carries 0.081; number 39, H, carries 0.086; number 40, H, carries 0.077; number 41, H, carries 0.022; number 42, C, carries -0.014; number 43, C, carries -0.349; number 44, N, carries 0.105; number 45, N, carries 0.006; number 46, C, carries -0.749; number 47, S, carries 0.613; number 48, N, carries -0.068; number 49, N, carries 0.153; number 50, H, carries 0.080; number 51, H, carries 0.083; number 52, H, carries 0.087; number 53, H, carries 0.142; number 54, H, carries 0.023; number 55, H, carries 0.089; number 56, S, carries -0.017; number 57, N, carries 0.053; number 58, C, carries -0.427; number 59, N, carries 0.071; number 60, C, carries -0.338; number 61, N, carries -0.041; number 62, S, carries 0.402; number 63, C, carries -0.754; number 64, N, carries 0.013; number 65, C, carries -0.120; number 66, C, carries -0.143; number 67, C, carries -0.190; number 68, N, carries 0.004; number 69, H, carries 0.038; number 70, H, carries 0.095; number 71, H, carries 0.084; number 72, H, carries 0.067

***

Record 2
Entry from OMol25: a structure of composition C31H21BrF4N5O2PRuS (wB97M-V/def2-TZVPD).

The total energy comes out at -5425.95571 Eh. The value obtained for the HOMO energy (alpha / beta) is -11.128 / -11.411 eV.

Structure (ORCA input):
```
! RIJCOSX wB97M-V def2-TZVPD def2/J DEFGRID3
* xyz 1 2
Ru 0.390 -0.269 -0.454
N 1.728 0.516 3.572
C 1.217 0.492 2.339
S 1.473 -0.988 1.418
N 0.586 1.566 1.913
N 0.150 1.426 0.632
C -0.389 2.434 0.053
C -0.714 2.269 -1.363
C -1.232 3.284 -2.147
C -1.431 3.056 -3.499
C -1.104 1.820 -4.034
C -0.614 0.843 -3.188
N -0.438 1.058 -1.883
H 2.167 -0.303 3.953
H 1.580 1.321 4.159
H -0.554 3.357 0.601
H -1.478 4.234 -1.690
H -1.837 3.836 -4.130
H -1.227 1.615 -5.088
H -0.357 -0.147 -3.546
F -5.587 -3.797 3.545
C -4.761 -3.230 2.684
C -4.911 -3.452 1.331
F -5.887 -4.231 0.891
C -4.044 -2.849 0.439
F -4.260 -3.088 -0.853
C -3.007 -2.017 0.855
P -1.958 -1.248 -0.451
C -1.648 -2.680 -1.514
C -1.777 -2.689 -2.898
C -1.409 -3.817 -3.619
C -0.885 -4.921 -2.966
C -0.721 -4.899 -1.588
C -1.100 -3.783 -0.865
C -3.207 -0.112 -1.131
C -3.382 1.064 -0.398
C -4.332 1.997 -0.780
C -5.104 1.772 -1.913
C -4.951 0.595 -2.630
C -4.013 -0.353 -2.240
C -2.894 -1.787 2.232
Br -1.645 -0.592 2.960
C -3.755 -2.393 3.129
F -3.646 -2.177 4.434
H -2.144 -1.820 -3.426
H -1.527 -3.829 -4.694
H -0.592 -5.795 -3.532
H -0.278 -5.745 -1.080
H -0.948 -3.762 0.209
H -2.770 1.245 0.480
H -4.475 2.895 -0.193
H -5.831 2.509 -2.228
H -5.577 0.400 -3.492
H -3.944 -1.282 -2.783
O 2.364 -2.876 -2.941
C 1.949 -1.950 -2.281
O 0.933 -1.943 -1.488
C 2.631 -0.605 -2.331
C 3.697 -0.358 -3.177
C 4.236 0.915 -3.213
C 3.696 1.902 -2.397
C 2.639 1.579 -1.572
N 2.117 0.348 -1.544
H 4.068 -1.174 -3.781
H 5.063 1.143 -3.872
H 4.091 2.908 -2.394
H 2.196 2.309 -0.906
*
```

Formally, the Löwdin partial charges of the atoms, in units of the elementary charge, are as follows: number 1, Ru, carries 0.952; number 2, N, carries 0.109; number 3, C, carries -0.887; number 4, S, carries 0.655; number 5, N, carries -0.001; number 6, N, carries -0.196; number 7, C, carries -0.076; number 8, C, carries -0.276; number 9, C, carries 0.005; number 10, C, carries -0.019; number 11, C, carries -0.015; number 12, C, carries -0.089; number 13, N, carries -0.039; number 14, H, carries 0.100; number 15, H, carries 0.120; number 16, H, carries 0.143; number 17, H, carries 0.129; number 18, H, carries 0.123; number 19, H, carries 0.120; number 20, H, carries 0.121; number 21, F, carries 0.163; number 22, C, carries -0.128; number 23, C, carries -0.128; number 24, F, carries 0.155; number 25, C, carries -0.203; number 26, F, carries 0.118; number 27, C, carries -0.280; number 28, P, carries 1.086; number 29, C, carries -0.398; number 30, C, carries -0.102; number 31, C, carries -0.055; number 32, C, carries -0.054; number 33, C, carries -0.048; number 34, C, carries -0.105; number 35, C, carries -0.345; number 36, C, carries -0.115; number 37, C, carries -0.067; number 38, C, carries -0.065; number 39, C, carries -0.057; number 40, C, carries -0.075; number 41, C, carries -0.567; number 42, Br, carries 0.904; number 43, C, carries -0.264; number 44, F, carries 0.094; number 45, H, carries 0.084; number 46, H, carries 0.111; number 47, H, carries 0.113; number 48, H, carries 0.115; number 49, H, carries 0.117; number 50, H, carries 0.086; number 51, H, carries 0.113; number 52, H, carries 0.111; number 53, H, carries 0.113; number 54, H, carries 0.093; number 55, O, carries 0.098; number 56, C, carries -0.582; number 57, O, carries -0.222; number 58, C, carries -0.163; number 59, C, carries 0.034; number 60, C, carries -0.018; number 61, C, carries -0.027; number 62, C, carries -0.095; number 63, N, carries -0.008; number 64, H, carries 0.133; number 65, H, carries 0.121; number 66, H, carries 0.117; number 67, H, carries 0.112

***

Record 3
Entry from OMol25: a structure of composition C31H21ClN5O2S2Tl in a non-equilibrium geometry (wB97M-V/def2-TZVPD).

The total energy comes out at -3047.21422 Eh. The value obtained for the HOMO energy (alpha / beta) is -7.745 / -7.745 eV.

Structure (ORCA input):
```
! RIJCOSX wB97M-V def2-TZVPD def2/J DEFGRID3
* xyz 0 1
Tl 0.384 -0.403 -0.204
C 1.674 1.414 4.876
C 1.240 2.415 4.014
C 0.534 2.120 2.856
C 0.192 0.778 2.617
C 0.556 -0.208 3.500
C 1.302 0.104 4.628
N -0.603 0.494 1.485
C -1.935 0.526 1.472
C -2.720 0.589 2.654
C -4.074 0.496 2.612
C -4.786 0.374 1.397
C -4.095 0.389 0.223
C -2.652 0.461 0.215
N -1.838 0.298 -0.876
N -2.285 0.249 -2.050
C -1.262 -0.113 -2.993
C -1.636 0.044 -4.338
C -0.734 -0.250 -5.321
C 0.521 -0.703 -4.935
C 0.796 -0.896 -3.610
N -0.063 -0.584 -2.627
H 2.327 1.688 5.704
H 1.566 3.424 4.168
H 0.181 2.877 2.190
H 0.207 -1.208 3.297
H 1.629 -0.682 5.287
H -2.150 0.665 3.587
H -4.627 0.474 3.557
H -5.851 0.314 1.422
H -4.569 0.323 -0.741
H -2.639 0.420 -4.511
H -1.011 -0.157 -6.353
H 1.224 -0.899 -5.725
H 1.770 -1.270 -3.294
Cl -1.000 -4.839 5.411
C -0.456 -4.088 3.927
C 0.908 -3.939 3.672
C 1.403 -3.443 2.487
C 0.507 -3.019 1.448
O 0.962 -2.502 0.361
C -0.879 -3.181 1.720
C -1.888 -2.840 0.734
O -1.705 -2.234 -0.302
C -1.329 -3.758 2.918
H 1.610 -4.196 4.465
H 2.463 -3.308 2.329
H -2.930 -3.167 0.981
H -2.382 -3.946 3.045
S 2.856 0.044 0.324
C 2.842 1.141 -1.022
N 1.772 1.528 -1.670
C 2.137 2.243 -2.835
C 1.294 2.693 -3.835
C 1.854 3.299 -4.949
C 3.236 3.493 -5.092
C 4.080 3.058 -4.085
C 3.509 2.424 -2.997
S 4.351 1.680 -1.680
H 0.214 2.537 -3.741
H 1.169 3.624 -5.699
H 3.663 3.954 -5.950
H 5.168 3.177 -4.149
*
```

Formally, the Löwdin partial charges of the atoms, in units of the elementary charge, are as follows: number 1, Tl, carries 0.939; number 2, C, carries -0.086; number 3, C, carries -0.079; number 4, C, carries -0.005; number 5, C, carries -0.339; number 6, C, carries -0.025; number 7, C, carries -0.062; number 8, N, carries -0.046; number 9, C, carries -0.231; number 10, C, carries -0.007; number 11, C, carries -0.070; number 12, C, carries -0.095; number 13, C, carries -0.006; number 14, C, carries -0.198; number 15, N, carries -0.033; number 16, N, carries 0.122; number 17, C, carries -0.285; number 18, C, carries -0.008; number 19, C, carries -0.051; number 20, C, carries -0.052; number 21, C, carries -0.106; number 22, N, carries 0.070; number 23, H, carries 0.105; number 24, H, carries 0.097; number 25, H, carries 0.114; number 26, H, carries 0.097; number 27, H, carries 0.103; number 28, H, carries 0.123; number 29, H, carries 0.114; number 30, H, carries 0.093; number 31, H, carries 0.104; number 32, H, carries 0.117; number 33, H, carries 0.111; number 34, H, carries 0.111; number 35, H, carries 0.134; number 36, Cl, carries 0.634; number 37, C, carries -0.670; number 38, C, carries -0.112; number 39, C, carries 0.001; number 40, C, carries -0.392; number 41, O, carries -0.181; number 42, C, carries -0.144; number 43, C, carries -0.197; number 44, O, carries -0.009; number 45, C, carries -0.066; number 46, H, carries 0.109; number 47, H, carries 0.120; number 48, H, carries 0.140; number 49, H, carries 0.110; number 50, S, carries 0.652; number 51, C, carries -1.124; number 52, N, carries -0.019; number 53, C, carries -0.308; number 54, C, carries -0.028; number 55, C, carries -0.081; number 56, C, carries -0.082; number 57, C, carries -0.095; number 58, C, carries -0.486; number 59, S, carries 1.040; number 60, H, carries 0.117; number 61, H, carries 0.093; number 62, H, carries 0.093; number 63, H, carries 0.116

***

Record 4
Entry from OMol25: a structure of composition C31H21GeN7PtSe (wB97M-V/def2-TZVPD).

The total energy comes out at -6174.65520 Eh. The value obtained for the HOMO energy (alpha / beta) is -11.067 / -11.163 eV.

Structure (ORCA input):
```
! RIJCOSX wB97M-V def2-TZVPD def2/J DEFGRID3
* xyz 1 2
Pt 0.361 -0.028 0.017
Se -5.452 1.327 4.753
N -4.530 2.374 3.659
C -3.570 1.645 3.158
C -2.598 2.143 2.191
C -2.587 3.453 1.711
C -1.631 3.826 0.789
C -0.711 2.881 0.348
N -0.730 1.635 0.807
C -1.640 1.260 1.715
C -1.562 -0.118 2.187
N -0.575 -0.886 1.686
C -0.437 -2.144 2.088
C -1.301 -2.706 3.021
C -2.322 -1.938 3.540
C -2.461 -0.613 3.121
C -3.504 0.280 3.615
N -4.411 -0.082 4.482
H -3.334 4.151 2.067
H -1.591 4.831 0.394
H 0.049 3.118 -0.384
H 0.380 -2.707 1.655
H -1.161 -3.735 3.320
H -3.021 -2.338 4.264
N -3.551 0.559 -0.943
C -2.794 0.487 -1.816
N -1.919 0.416 -2.828
C -0.750 0.130 -2.421
N 0.351 -0.134 -2.057
C 1.340 1.357 3.365
Ge 2.053 0.590 1.730
C 3.111 1.903 0.769
C 2.988 2.154 -0.599
C 3.773 3.125 -1.206
C 4.691 3.846 -0.457
C 4.825 3.600 0.902
C 4.035 2.637 1.514
C 2.714 -1.198 2.075
C 2.767 -1.638 3.372
C 3.052 -2.990 3.669
C 3.233 -3.887 2.657
C 3.170 -3.476 1.300
C 3.310 -4.400 0.234
C 3.216 -3.992 -1.066
C 3.011 -2.629 -1.366
C 2.896 -1.712 -0.359
C 2.939 -2.110 1.003
H 2.185 1.593 4.017
H 0.685 0.665 3.894
H 0.810 2.287 3.159
H 2.291 1.590 -1.209
H 3.671 3.310 -2.268
H 5.307 4.598 -0.934
H 5.544 4.157 1.488
H 4.151 2.462 2.578
H 2.576 -0.957 4.193
H 3.107 -3.310 4.702
H 3.426 -4.930 2.874
H 3.488 -5.442 0.471
H 3.314 -4.709 -1.870
H 2.959 -2.303 -2.397
H 2.847 -0.656 -0.609
*
```

Formally, the Löwdin partial charges of the atoms, in units of the elementary charge, are as follows: number 1, Pt, carries 1.021; number 2, Se, carries 1.194; number 3, N, carries -0.208; number 4, C, carries -0.328; number 5, C, carries -0.070; number 6, C, carries 0.050; number 7, C, carries 0.005; number 8, C, carries -0.077; number 9, N, carries -0.044; number 10, C, carries -0.181; number 11, C, carries -0.152; number 12, N, carries -0.054; number 13, C, carries -0.072; number 14, C, carries 0.007; number 15, C, carries 0.048; number 16, C, carries -0.062; number 17, C, carries -0.330; number 18, N, carries -0.212; number 19, H, carries 0.132; number 20, H, carries 0.124; number 21, H, carries 0.124; number 22, H, carries 0.121; number 23, H, carries 0.124; number 24, H, carries 0.132; number 25, N, carries 0.129; number 26, C, carries -0.374; number 27, N, carries 0.100; number 28, C, carries -0.387; number 29, N, carries -0.034; number 30, C, carries -0.200; number 31, Ge, carries 0.951; number 32, C, carries -0.311; number 33, C, carries -0.137; number 34, C, carries -0.068; number 35, C, carries -0.066; number 36, C, carries -0.068; number 37, C, carries -0.106; number 38, C, carries -0.270; number 39, C, carries -0.103; number 40, C, carries -0.061; number 41, C, carries -0.016; number 42, C, carries -0.167; number 43, C, carries -0.017; number 44, C, carries -0.055; number 45, C, carries -0.053; number 46, C, carries -0.093; number 47, C, carries -0.211; number 48, H, carries 0.038; number 49, H, carries 0.028; number 50, H, carries 0.030; number 51, H, carries 0.057; number 52, H, carries 0.112; number 53, H, carries 0.112; number 54, H, carries 0.111; number 55, H, carries 0.101; number 56, H, carries 0.097; number 57, H, carries 0.111; number 58, H, carries 0.121; number 59, H, carries 0.120; number 60, H, carries 0.113; number 61, H, carries 0.115; number 62, H, carries 0.060